C2H5NO2 | the ωB97M-V functional and the def2-TZVPD basis

The geometry in XYZ format:
```
10
Properties=species:S:1:pos:R:3:forces:R:3
C 1.121832 -0.022378 0.444862 -0.40 -0.10 0.63
N -0.087059 -0.661794 -0.046093 0.26 -0.21 -0.29
C -1.290990 -0.071287 -0.322780 0.45 -0.04 0.41
O -2.341618 -0.643244 -0.286080 -0.30 -0.13 -0.12
O -1.207621 1.249606 -0.613759 0.15 0.37 -0.42
H 1.038386 0.258462 1.500224 -0.23 0.25 -0.06
H 1.380633 0.871327 -0.121732 0.24 -0.22 -0.09
H 1.909020 -0.768644 0.451437 0.27 0.13 -0.51
H -0.142436 -1.657753 0.077757 -0.18 0.02 0.11
H -0.380151 1.445702 -1.083833 -0.27 -0.07 0.34
```
Forces are in eV/Å.

The value obtained for the highest occupied orbital energy is -9.93 eV. The charge is 0. The orbital gap is 0.3849 hartree. The energy above the lowest of the compared OMol25 structures with the same formula, charge and spin comes out at 0.283 eV.


C23H33CeCl3N6O11P2S | the ωB97M-V functional and the def2-TZVPD basis

The geometry in XYZ format:
```
80
Properties=species:S:1:pos:R:3:forces:R:3
Ce 10.468545 12.355756 11.899120 -0.57 0.58 -0.97
C 11.099511 12.742942 15.756043 0.28 -0.03 0.78
C 9.862278 12.034881 15.385801 0.87 0.87 1.17
N 9.436578 11.939774 14.170152 0.11 -0.47 -0.97
C 8.249433 11.286115 14.223452 -0.88 0.55 -1.14
C 7.918180 11.057190 15.516388 -0.46 -0.51 0.37
N 8.955910 11.531319 16.243826 0.89 0.19 -0.05
C 6.779997 10.482368 16.247852 -0.15 0.04 -0.64
O 5.713494 10.282290 15.528553 -0.92 -0.28 -0.75
O 6.863236 10.259139 17.437583 -0.05 0.05 0.14
C 7.463307 11.135009 12.959824 0.11 -0.41 0.00
O 6.365637 10.557983 13.070353 -1.09 -0.16 0.03
O 7.956077 11.558278 11.886195 0.79 0.05 0.30
H 11.981398 12.167290 15.463057 -0.05 -0.02 0.03
H 11.103472 12.894475 16.850969 0.20 0.17 -0.50
H 11.147993 13.681817 15.182969 0.01 -0.13 0.39
H 9.014479 11.470484 17.240268 -0.01 -0.03 0.33
H 5.819600 10.435031 14.478529 0.75 -0.15 0.96
O 13.016145 12.236142 11.008479 -0.25 0.12 -0.30
C 13.142482 12.148774 12.240195 0.34 0.57 0.30
O 12.410981 11.381229 12.947439 -0.42 -0.23 0.14
C 14.003506 13.084134 13.031144 -0.49 0.10 -0.46
C 15.277426 12.724475 13.366686 0.57 -0.31 0.42
C 15.961875 13.418055 14.343069 -0.38 0.61 0.51
C 15.374912 14.558868 14.914633 0.05 0.15 -0.11
C 14.150840 15.038399 14.449349 0.13 -1.30 -1.26
C 13.425252 14.266900 13.498954 -0.19 0.44 0.59
S 11.792210 14.761851 13.013800 0.22 -0.19 -0.07
H 15.718758 11.844007 12.926074 0.04 -0.22 -0.03
H 16.893600 13.027143 14.708204 0.36 0.10 0.08
H 15.878052 15.081111 15.728699 0.02 -0.03 -0.26
H 13.722312 15.992389 14.676281 -0.05 0.31 0.66
C 12.686956 7.518260 8.454774 -1.41 0.57 -1.07
N 12.109248 8.364731 9.464663 -0.40 0.36 0.76
C 12.976293 9.431811 9.963309 0.77 -1.43 -0.19
P 10.585341 8.326503 10.102518 0.34 0.17 -0.51
O 10.493005 8.998374 11.398675 0.15 -0.09 0.51
O 9.556521 9.020183 9.054608 -0.45 -0.85 -0.66
P 9.390008 10.567026 8.773887 0.38 0.10 0.33
O 10.203401 11.287574 9.767373 0.49 0.70 0.27
N 10.032232 10.865569 7.290627 -0.36 -0.50 0.03
C 10.943817 11.965427 7.046913 -0.39 0.13 -0.29
C 9.427238 10.308139 6.106646 0.21 0.56 -1.25
N 7.784817 10.808821 8.814867 0.87 -0.66 -0.15
C 7.467754 12.214974 8.630453 -0.80 -0.13 -0.31
C 6.809777 9.934836 9.474698 0.04 0.12 -1.11
N 10.075276 6.777451 9.982055 0.46 0.54 0.27
C 9.069955 6.301155 9.079748 -0.23 -0.44 -0.76
C 10.722213 5.843558 10.901118 -3.18 -1.18 0.11
H 13.540271 7.004084 8.805228 1.04 -0.68 0.61
H 13.000806 8.071448 7.546131 -0.17 0.09 0.44
H 11.939525 6.802713 8.114851 0.04 -0.20 0.06
H 13.827657 8.970955 10.508266 -0.23 0.33 -0.28
H 12.435699 10.039341 10.645253 -0.16 0.62 0.27
H 13.337940 9.965654 9.098353 0.24 0.62 -0.04
H 11.146712 12.460813 7.974905 0.12 0.45 0.40
H 10.491908 12.660829 6.321446 0.13 -0.01 0.26
H 11.874433 11.599735 6.638567 0.37 -0.16 -0.23
H 8.967527 9.349894 6.265829 -0.37 -0.36 0.39
H 10.179310 10.124828 5.297982 -0.29 0.29 0.73
H 8.680827 11.014909 5.687638 0.17 -0.39 0.08
H 8.303638 12.767600 8.240769 0.59 0.14 -0.23
H 7.214354 12.693301 9.562952 -0.28 0.05 0.43
H 6.663845 12.305271 7.900763 -0.24 0.17 0.07
H 7.234038 9.142761 10.064564 0.56 -0.21 0.09
H 6.168241 9.497545 8.703047 -0.13 -0.04 0.14
H 6.235002 10.513147 10.151283 -0.62 0.62 0.66
H 8.596289 7.127648 8.539422 0.29 -0.22 0.18
H 8.271401 5.804853 9.624522 -0.12 -0.31 0.13
H 9.484181 5.596042 8.317022 -0.20 0.30 0.52
H 11.449333 6.317404 11.506872 0.68 0.50 0.54
H 11.137649 5.044601 10.313072 0.51 -0.52 -0.09
H 9.891573 5.372272 11.580043 1.56 0.79 -0.95
Cl 8.367159 17.431426 11.159460 0.34 -0.55 -0.14
C 8.603653 16.087009 9.994500 0.29 0.09 0.23
Cl 9.706204 16.621171 8.710049 -0.30 0.11 0.03
Cl 6.989035 15.734210 9.328230 0.11 -0.25 -0.17
C 9.197490 14.756302 10.655561 0.51 -0.16 -0.38
O 10.028168 14.108820 9.951852 -0.97 0.54 0.91
O 8.783924 14.461563 11.788139 0.28 -0.03 -0.29
```
Forces are in eV/Å.

The value obtained for the highest occupied orbital energy (alpha / beta) is -4.45 / -4.46 eV. The charge is -1. The orbital gap (alpha / beta) is 0.2372 / 0.2374 hartree. Its expectation value of S² is 0.751. The multiplicity is 2.


C14H10F5FeNS | the ωB97M-V functional and the def2-TZVPD basis

The geometry in XYZ format:
```
32
Properties=species:S:1:pos:R:3:forces:R:3
C 0.865812 -1.089425 -2.810037 0.35 -1.88 -0.60
C -0.515610 -1.261548 -3.193375 0.64 -1.88 -1.12
C -1.185367 -2.002859 -2.144758 0.72 -1.75 -0.65
C -0.220722 -2.249712 -1.095103 0.88 -1.99 -1.01
C 1.045538 -1.663138 -1.497312 0.53 -2.54 -1.09
Fe -0.394080 -0.316897 -1.449108 -2.39 1.17 -0.52
C -1.444669 1.297815 -2.101124 -1.02 1.90 0.29
C -0.069114 1.699834 -1.789220 0.68 2.78 -2.34
C 0.855832 2.305534 -2.648329 -1.11 -0.96 0.97
N 0.400186 1.137962 -0.619855 2.81 2.61 1.71
H -2.203699 -2.389092 -2.175234 0.32 0.38 0.11
H -0.937225 -1.002085 -4.159177 0.05 0.14 0.34
H -0.385172 -2.853920 -0.212073 -0.01 0.39 -0.12
H 1.978841 -1.725846 -0.947285 -0.27 0.08 -0.02
H 1.648301 -0.670805 -3.434606 -0.30 0.23 0.26
H -1.746204 1.327520 -3.154852 0.32 0.27 0.33
H 1.310449 1.422334 -0.244857 -0.56 0.04 -0.04
H -2.217046 1.698406 -1.419371 0.32 -0.23 -0.28
H 0.485162 2.910776 -3.462545 0.21 -0.23 -0.24
H 1.905472 2.057625 -2.511782 0.01 0.50 -0.07
F 0.558276 -0.118747 6.134483 0.09 -0.04 0.22
C 0.357518 -0.007492 4.807830 -0.03 0.13 -0.02
C 0.180732 1.258403 4.237484 -0.13 -0.01 -0.76
F 0.260723 2.347597 5.027307 0.01 -0.13 -0.10
C -0.080473 1.373379 2.881479 0.44 0.13 0.94
F -0.204959 2.598344 2.321529 -0.05 -0.34 0.31
C -0.198175 0.226324 2.059043 -1.00 0.07 -1.66
S -0.947655 0.382153 0.498053 -1.92 1.06 4.62
C 0.050772 -1.025828 2.645700 0.74 -0.57 1.10
F 0.021258 -2.156343 1.897428 -0.09 0.45 0.36
C 0.319936 -1.146574 4.003662 -0.23 0.02 -0.90
F 0.505358 -2.363699 4.555991 0.00 0.23 -0.02
```
Forces are in eV/Å.

The value obtained for the highest occupied orbital energy (alpha / beta) is -1.68 / -4.00 eV. The charge is -1. The orbital gap (alpha / beta) is 0.1736 / 0.2582 hartree. Its expectation value of S² is 8.842. The multiplicity is 6.


C4H4N2O | the ωB97M-V functional and the def2-TZVPD basis

The geometry in XYZ format:
```
11
Properties=species:S:1:pos:R:3:forces:R:3
N 3.453500 -0.133580 -0.421419 -0.02 0.58 -1.16
C 2.384994 -0.113072 0.138770 3.03 -1.47 -1.56
C 1.159538 -0.085022 0.441838 -4.07 3.99 3.70
O 0.205497 -1.049426 0.291011 0.32 -2.19 -0.56
C -1.009252 -0.690554 -0.027873 0.13 0.69 0.44
C -2.240476 -0.903293 -0.278798 0.95 0.60 -0.39
N -1.647568 0.569182 -0.049419 0.64 0.83 -1.76
H 4.337542 -0.592133 -0.300688 -0.05 -0.09 1.01
H 0.769011 0.792031 1.120936 1.04 -1.65 -1.40
H -3.197939 -1.249033 -0.084691 -1.17 -0.69 0.15
H -1.403039 1.005904 -1.003304 -0.79 -0.60 1.52
```
Forces are in eV/Å.

The value obtained for the highest occupied orbital energy is -8.06 eV. The charge is 0. The orbital gap is 0.3213 hartree. The energy above the lowest of the compared OMol25 structures with the same formula, charge and spin comes out at 6.577 eV.


C5H8O2 | the ωB97M-V functional and the def2-TZVPD basis

The geometry in XYZ format:
```
15
Properties=species:S:1:pos:R:3:forces:R:3
C 1.845977 -0.024884 0.839082 0.01 0.42 -0.04
C 0.608143 -0.100251 0.022742 -0.16 0.98 -0.24
C -0.150573 -0.873021 -0.990044 -0.06 -0.09 -0.18
C -0.843918 -0.299445 0.247201 -0.22 0.08 -0.08
O -1.441273 -1.113241 1.182762 -0.21 -0.14 0.01
C -1.027333 1.193956 0.176199 -0.70 -0.11 -0.15
O 0.298608 1.351980 -0.320108 -0.18 -0.80 -0.33
H 2.778061 -0.391815 0.397514 -0.35 0.00 0.05
H 1.744452 -0.299625 1.892065 -0.07 -0.24 -0.28
H 1.723649 1.066147 0.740842 1.95 -0.06 1.12
H -0.221951 -0.416092 -1.973460 -0.23 -0.10 0.09
H -0.104794 -1.959701 -0.969339 0.18 0.20 0.13
H -2.319577 -1.321376 0.841195 0.06 -0.15 0.17
H -1.776009 1.586103 -0.511602 -0.14 0.09 -0.03
H -1.165505 1.626819 1.181346 0.12 -0.06 -0.27
```
Forces are in eV/Å.

The value obtained for the highest occupied orbital energy is -9.57 eV. The charge is 0. The orbital gap is 0.3801 hartree. The energy above the lowest of the compared OMol25 structures with the same formula, charge and spin comes out at 3.434 eV.


C10H12MnN6O3 | the ωB97M-V functional and the def2-TZVPD basis

The geometry in XYZ format:
```
32
Properties=species:S:1:pos:R:3:forces:R:3
Mn 0.146920 0.150183 -0.795703 0.35 -0.20 -0.06
N -1.843554 0.481814 -1.172401 -0.24 0.22 0.10
C -2.110444 1.911456 -0.849304 -0.06 0.04 -0.03
C -0.903340 2.774748 -1.259312 -0.09 0.01 0.07
O -1.079523 3.927499 -1.660539 0.03 0.01 0.04
N 0.212265 2.087780 -1.086087 -0.05 -0.09 -0.01
C 1.494489 2.586617 -1.512339 0.13 0.00 0.11
C 2.405495 1.392517 -1.822709 -0.20 -0.10 -0.39
O 3.502779 1.548628 -2.312540 0.08 0.05 0.16
O 1.878701 0.206138 -1.569688 0.19 -0.02 0.16
H -1.933285 0.350112 -2.176643 -0.09 -0.01 -0.02
H -2.538811 -0.116315 -0.739704 -0.02 -0.05 -0.05
H -2.232500 1.976382 0.233897 -0.04 0.02 -0.01
H -3.014213 2.292537 -1.324554 0.01 -0.02 -0.03
H 1.991841 3.173806 -0.731335 -0.02 0.04 0.00
H 1.428408 3.237106 -2.387753 0.00 -0.06 -0.02
N -0.074590 -1.114619 3.072597 0.07 0.03 -0.02
C -0.135165 0.217297 3.435795 -0.01 -0.05 0.06
C -0.087749 0.927161 2.277919 -0.03 0.06 -0.03
N 0.002899 0.059892 1.222131 -0.06 -0.19 -0.01
C 0.017390 -1.161376 1.727033 0.03 0.13 0.05
C 0.160240 -2.261247 0.796350 0.00 -0.01 -0.12
N 0.189425 -1.956222 -0.486831 0.06 0.11 0.09
C 0.418290 -3.129507 -1.152883 -0.05 0.02 -0.03
C 0.517992 -4.151633 -0.258458 0.01 -0.07 0.03
N 0.351834 -3.589170 0.986541 -0.01 0.11 -0.03
H -0.071399 -1.892027 3.708521 0.00 0.00 -0.01
H -0.198923 0.523339 4.464080 -0.01 0.00 -0.01
H -0.107150 1.992417 2.124762 0.02 0.00 -0.01
H 0.504414 -3.162362 -2.224607 0.02 0.01 0.00
H 0.692478 -5.204437 -0.387230 0.00 0.01 0.00
H 0.414793 -4.078528 1.860982 -0.01 0.00 0.01
```
Forces are in eV/Å.

The value obtained for the highest occupied orbital energy (alpha / beta) is -6.97 / -6.66 eV. The charge is 0. The orbital gap (alpha / beta) is 0.2396 / 0.2278 hartree. Its expectation value of S² is 0.755. The multiplicity is 2. The energy above the lowest of the compared OMol25 structures with the same formula, charge and spin comes out at 0.000 eV.


| no. | E_tot (eV) |
| --- | --- |
| 1 | -7740.46793 |
| 2 | -135773.56133 |
| 3 | -74972.92454 |
| 4 | -9233.91078 |
| 5 | -9406.39773 |
| 6 | -56968.70477 |